DFT (wB97M-V/def2-TZVPD) results for a 10-piece molecular cluster, C60H124N4O10 overall.

ORCA input file:
```
! wB97M-V def2-TZVPD RIJCOSX def2/J DEFGRID3
* xyz 0 1
C 6.090 4.541 1.223
C 5.163 5.726 0.988
C 4.985 6.402 2.308
C 5.676 6.660 -0.048
C 5.662 6.104 -1.460
C 4.133 5.841 -1.731
C 3.507 4.877 -0.729
C 1.975 5.001 -0.921
C 4.114 3.484 -1.074
N 3.750 5.266 0.717
O 3.436 4.152 1.480
H 5.532 3.640 1.377
H 6.673 4.289 0.228
H 6.705 4.634 2.065
H 5.973 6.666 2.747
H 4.264 7.283 2.270
H 4.571 5.648 3.042
H 5.049 7.592 -0.006
H 6.705 6.871 0.235
H 6.018 6.791 -2.233
H 6.311 5.182 -1.518
H 4.005 5.564 -2.798
H 3.722 6.811 -1.642
H 1.798 4.864 -1.976
H 1.632 6.021 -0.735
H 1.307 4.339 -0.299
H 3.901 2.747 -0.264
H 5.145 3.686 -1.248
H 3.644 3.111 -1.978
H 2.665 4.435 1.974
C 0.855 -6.081 6.373
C 0.188 -5.352 5.221
C 1.326 -4.669 4.434
C -0.468 -6.405 4.249
C -1.314 -5.874 3.108
C -2.288 -4.859 3.650
C -1.661 -3.709 4.550
C -0.929 -2.651 3.666
C -2.774 -2.938 5.260
N -0.900 -4.368 5.637
O -0.248 -3.376 6.449
H 1.227 -5.357 7.077
H 0.270 -6.807 6.889
H 1.707 -6.625 5.978
H 1.851 -3.860 4.920
H 2.039 -5.428 4.107
H 0.939 -4.263 3.490
H 0.326 -7.110 3.952
H -1.060 -7.061 4.945
H -0.702 -5.512 2.294
H -1.919 -6.627 2.597
H -3.041 -5.344 4.248
H -2.783 -4.455 2.830
H -0.412 -1.870 4.210
H -1.664 -2.088 3.116
H -0.232 -2.960 2.861
H -3.434 -2.540 4.487
H -2.447 -2.094 5.877
H -3.431 -3.576 5.874
H -0.608 -3.560 7.350
C -0.514 2.429 -7.022
C -0.530 1.760 -5.634
C -0.217 0.263 -5.773
C 0.588 2.486 -4.723
C 0.106 3.867 -4.242
C -1.248 3.706 -3.532
C -2.366 3.142 -4.392
C -3.475 2.913 -3.506
C -2.723 4.094 -5.507
N -1.839 1.828 -4.920
O -2.758 1.162 -5.716
H 0.324 1.925 -7.637
H -1.443 2.162 -7.549
H -0.299 3.501 -7.049
H 0.766 0.110 -6.169
H -0.338 -0.213 -4.816
H -0.942 -0.150 -6.452
H 0.709 1.957 -3.807
H 1.499 2.397 -5.326
H 0.790 4.372 -3.598
H -0.024 4.487 -5.129
H -1.543 4.685 -3.094
H -1.263 3.008 -2.727
H -3.332 2.469 -2.521
H -4.208 2.410 -4.101
H -3.942 3.900 -3.268
H -3.000 4.983 -4.989
H -3.634 3.763 -6.039
H -1.850 4.227 -6.152
H -2.711 0.261 -5.426
C 3.115 -5.393 -1.412
C 2.006 -4.261 -0.937
C 2.094 -4.015 0.626
C 2.385 -2.905 -1.625
C 1.948 -2.925 -3.077
C 0.518 -3.246 -3.215
C 0.179 -4.591 -2.596
C -1.310 -4.589 -2.499
C 0.599 -5.809 -3.413
N 0.646 -4.564 -1.205
O 0.190 -5.604 -0.463
H 3.166 -5.330 -2.497
H 4.053 -5.209 -0.919
H 2.722 -6.323 -0.958
H 1.542 -4.723 1.191
H 3.189 -3.974 0.794
H 1.666 -3.064 0.810
H 1.878 -2.070 -1.058
H 3.455 -2.707 -1.593
H 2.094 -1.957 -3.571
H 2.516 -3.621 -3.657
H 0.197 -3.280 -4.292
H -0.090 -2.563 -2.594
H -1.498 -3.718 -1.904
H -1.705 -5.412 -1.914
H -1.729 -4.503 -3.506
H 1.611 -5.866 -3.816
H -0.069 -5.835 -4.307
H 0.425 -6.689 -2.863
H 0.565 -6.439 -0.793
C -5.455 -3.638 1.134
C -4.504 -2.419 1.337
C -3.695 -2.342 0.032
O -4.381 -3.281 -0.856
C -4.781 -4.320 -0.017
H -6.388 -3.243 0.718
H -5.658 -4.192 2.040
H -3.854 -2.590 2.131
H -5.194 -1.566 1.557
H -2.681 -2.687 0.251
H -3.659 -1.310 -0.458
H -3.914 -4.909 0.273
H -5.380 -5.045 -0.614
C -4.641 -0.919 -3.430
C -5.351 -1.027 -4.844
C -4.292 -1.848 -5.659
O -3.028 -1.511 -5.005
C -3.344 -1.712 -3.620
H -5.326 -1.334 -2.625
H -4.400 0.091 -3.295
H -5.485 0.027 -5.304
H -6.333 -1.487 -4.835
H -4.156 -1.592 -6.696
H -4.612 -2.893 -5.494
H -2.466 -1.452 -3.068
H -3.389 -2.801 -3.517
C -2.623 0.339 2.922
C -3.803 1.261 3.201
C -3.350 2.154 4.290
O -1.957 2.092 4.334
C -1.485 1.332 3.164
H -2.553 0.005 1.859
H -2.609 -0.554 3.566
H -4.743 0.732 3.364
H -4.035 1.805 2.273
H -3.825 1.962 5.317
H -3.649 3.234 4.096
H -0.530 0.891 3.635
H -1.205 1.921 2.305
C -0.368 6.320 2.848
C -0.726 4.855 2.827
C 0.428 4.155 3.473
O 1.580 4.923 3.132
C 1.162 6.253 3.218
H -0.908 7.021 3.495
H -0.419 6.714 1.830
H -0.814 4.506 1.823
H -1.698 4.788 3.483
H 0.459 3.099 3.085
H 0.198 4.016 4.544
H 1.723 6.888 2.534
H 1.384 6.558 4.168
C 2.853 0.877 3.504
C 2.569 -0.470 4.170
C 2.885 -1.539 3.043
O 3.372 -0.855 1.957
C 3.904 0.391 2.430
H 3.223 1.609 4.136
H 1.968 1.202 2.977
H 1.617 -0.596 4.662
H 3.287 -0.618 4.959
H 1.968 -1.981 2.660
H 3.577 -2.262 3.417
H 3.976 1.071 1.498
H 4.910 0.224 2.834
C 0.656 1.041 0.165
C 0.525 1.433 -1.324
C -0.475 0.461 -1.829
O -1.252 0.060 -0.752
C -0.326 -0.171 0.298
H 0.334 1.802 0.906
H 1.685 0.902 0.403
H 1.549 1.273 -1.681
H 0.165 2.436 -1.435
H 0.116 -0.432 -2.125
H -1.189 0.779 -2.622
H 0.193 -1.070 -0.004
H -0.824 -0.364 1.221
*
```

The LUMO energy comes out at 0.58 eV. The molar mass is 1061.7 g/mol. Its SMILES is CC1(C)CCCC(C)(C)N1O.CC1(C)CCCC(C)(C)N1O.CC1(C)CCCC(C)(C)N1O.CC1(C)CCCC(C)(C)N1O.C1CCOC1.C1CCOC1.C1CCOC1.C1CCOC1.C1CCOC1.C1CCOC1. For the total energy, the calculation gives -90656.004 eV.